Here is a single C23H33N3O4 molecule from the Open Molecules 2025 dataset. Energies are from ωB97M-V/def2-TZVPD.

Element x y z (Å)
C -0.91 -1.64 -8.49
C -1.07 -0.91 -7.19
C -2.11 -1.24 -6.32
C -2.27 -0.57 -5.13
C -1.39 0.45 -4.76
O -1.65 1.04 -3.56
C -0.79 2.05 -3.08
C 0.53 1.50 -2.51
N 0.41 1.06 -1.13
C -0.31 -0.18 -0.95
C 0.99 1.83 -0.18
O 1.57 2.86 -0.46
C 0.94 1.32 1.26
C 1.11 2.47 2.26
C 2.04 2.10 3.42
C 1.96 0.65 3.84
O 1.91 0.29 5.00
N 2.02 -0.22 2.80
C 2.14 -1.64 3.02
C 0.92 -2.45 2.55
C -0.13 -2.70 3.64
N -0.73 -1.50 4.17
C -0.72 -1.20 5.59
C -1.79 -0.12 5.73
C -1.79 0.54 4.36
C -1.32 -0.56 3.43
O -1.44 -0.58 2.21
C 2.07 0.30 1.46
C -0.34 0.77 -5.61
C -0.20 0.10 -6.82
H -0.90 -2.72 -8.33
H 0.01 -1.36 -8.99
H -1.74 -1.41 -9.16
H -2.80 -2.02 -6.59
H -3.07 -0.82 -4.45
H -0.58 2.79 -3.86
H -1.34 2.54 -2.27
H 0.87 0.65 -3.12
H 1.29 2.29 -2.53
H -1.13 -0.21 -1.67
H -0.75 -0.26 0.04
H 0.34 -1.03 -1.13
H -0.01 0.81 1.45
H 1.53 3.33 1.73
H 0.13 2.76 2.64
H 3.08 2.28 3.13
H 1.83 2.72 4.29
H 2.29 -1.78 4.10
H 3.03 -1.99 2.49
H 0.43 -1.93 1.73
H 1.25 -3.42 2.19
H -0.92 -3.34 3.21
H 0.33 -3.24 4.48
H -0.94 -2.10 6.17
H 0.27 -0.82 5.87
H -1.56 0.58 6.54
H -2.76 -0.58 5.93
H -2.76 0.94 4.05
H -1.06 1.35 4.31
H 1.97 -0.53 0.76
H 3.04 0.79 1.27
H 0.36 1.55 -5.37
H 0.62 0.37 -7.47

As for the calculated total energy: -1361.5112 Eh. As for the relative energy (zero: lowest compared OMol25 entry of this formula, charge and spin): 35.4 kcal per mole. As for the frontier orbital gap: 9.049 eV. As for the SMILES: Cc1ccc(OCCN(C)C(=O)[C@@H]2CCC(=O)N(CCCN3CCCC3=O)C2)cc1. As for the LUMO energy: 0.0288 hartree. The largest force on an atom comes out at 0.6 eV/A.

***

Here is a single C23H33N3O6S molecule in a non-equilibrium geometry from the Open Molecules 2025 dataset. Energies are from ωB97M-V/def2-TZVPD.

Element x y z (Å)
C -7.45 -0.93 -1.80
O -7.17 -0.64 -0.45
C -5.89 -0.39 -0.09
C -5.69 -0.09 1.27
C -4.43 0.18 1.74
C -3.36 0.16 0.87
S -1.73 0.48 1.51
O -0.90 1.05 0.49
O -1.82 1.17 2.76
N -1.07 -1.02 1.89
C -0.93 -1.96 0.79
C -0.13 -1.33 -0.37
O -0.70 -1.21 -1.44
N 1.14 -0.98 -0.11
C 1.80 -1.36 1.14
C 2.42 -2.72 1.04
C 3.68 -3.10 0.68
C 3.69 -4.52 0.72
C 2.44 -4.89 1.09
O 1.66 -3.81 1.29
C 2.09 -0.39 -1.06
C 2.75 0.85 -0.42
O 3.96 1.03 -0.52
N 1.91 1.65 0.24
C 2.28 2.87 0.96
C 2.97 3.84 0.00
C 3.23 2.50 2.11
C 1.00 3.48 1.51
C 1.60 -0.05 -2.48
C 0.74 1.22 -2.53
C 2.81 0.10 -3.39
C -3.53 -0.14 -0.47
C -4.79 -0.41 -0.95
H -6.94 -1.85 -2.13
H -7.17 -0.10 -2.46
H -8.52 -1.09 -1.85
H -6.55 -0.08 1.92
H -4.26 0.43 2.78
H -1.53 -1.40 2.70
H -1.90 -2.24 0.37
H -0.42 -2.86 1.15
H 1.09 -1.31 1.96
H 2.59 -0.64 1.34
H 4.50 -2.45 0.44
H 4.52 -5.16 0.50
H 1.99 -5.85 1.25
H 2.90 -1.13 -1.18
H 0.92 1.41 0.26
H 3.26 4.75 0.53
H 3.86 3.38 -0.42
H 2.30 4.11 -0.81
H 4.12 2.02 1.71
H 2.74 1.81 2.79
H 3.53 3.39 2.65
H 1.23 4.39 2.07
H 0.49 2.79 2.17
H 0.32 3.73 0.70
H 0.99 -0.89 -2.83
H 1.35 2.10 -2.32
H -0.07 1.17 -1.80
H 0.31 1.32 -3.52
H 3.50 0.85 -2.99
H 2.49 0.41 -4.38
H 3.35 -0.84 -3.48
H -2.67 -0.15 -1.12
H -4.91 -0.64 -2.00

As for the calculated total energy: -1910.1265 Eh. As for the relative energy (zero: lowest compared OMol25 entry of this formula, charge and spin): 7.1 kcal per mole. As for the frontier orbital gap: 9.200 eV. As for the SMILES: COc1ccc(S(=O)(=O)NCC(=O)N(Cc2ccco2)[C@H](C(=O)NC(C)(C)C)C(C)C)cc1. As for the LUMO energy: 0.0135 hartree. The largest force on an atom comes out at 1.0 eV/A.

***

Here is 3 unconnected molecules or ions with the total composition C23H33N4O8 in a non-equilibrium geometry from the Open Molecules 2025 dataset. Energies are from ωB97M-V/def2-TZVPD.

Element x y z (Å)
C -0.60 0.85 5.22
C -1.28 2.37 5.12
C -0.69 3.23 3.80
N -1.51 2.98 2.56
O -2.17 4.07 2.13
C -0.74 2.29 1.46
N 0.18 2.92 0.44
C 0.81 4.21 0.92
C 2.12 4.66 -0.02
O 2.04 5.54 -1.03
C 3.56 3.94 0.41
C 3.54 2.69 1.51
C 4.92 1.87 1.99
C 6.36 2.36 1.35
C 6.39 3.63 0.28
C 5.02 4.44 -0.21
N -0.93 0.91 1.35
C -0.24 0.08 0.24
C -1.23 -0.53 -0.86
C -0.64 -1.46 -2.06
C 0.98 -1.62 -1.89
C 1.73 -0.86 -0.70
N 1.24 0.00 0.40
H 0.45 0.78 4.70
H -1.31 0.02 4.75
H -0.45 0.60 6.37
H -2.44 2.27 5.00
H -0.93 2.96 6.07
H -0.54 4.35 4.09
H 0.38 2.77 3.61
H -2.39 4.03 1.15
H -0.24 2.99 -0.51
H 0.00 5.06 0.72
H 1.21 4.20 2.02
H 2.53 2.30 2.02
H 4.80 1.00 2.78
H 7.34 1.81 1.69
H 7.46 3.97 -0.13
H 5.06 5.36 -0.97
H -1.58 0.38 1.99
H -2.39 -0.31 -0.82
H -1.27 -1.97 -2.90
H 1.58 -2.30 -2.65
H 2.92 -1.01 -0.69
C 1.27 -7.91 -2.20
O 1.48 -6.55 -1.83
C 1.02 -6.23 -0.60
O 0.46 -6.99 0.18
O 1.28 -4.92 -0.38
C 0.84 -4.44 0.89
H 1.68 -8.06 -3.21
H 1.79 -8.59 -1.52
H 0.20 -8.14 -2.23
H 1.35 -4.97 1.70
H -0.24 -4.53 0.99
H 1.11 -3.38 0.96
C -6.79 -2.45 -3.58
O -6.44 -1.30 -4.34
C -5.10 -1.10 -4.45
O -4.23 -1.80 -3.96
O -4.91 0.02 -5.20
C -3.54 0.36 -5.40
H -7.89 -2.52 -3.55
H -6.40 -3.36 -4.04
H -6.43 -2.36 -2.55
H -3.01 -0.44 -5.94
H -3.05 0.57 -4.44
H -3.50 1.27 -6.01

As for the calculated total energy: -1716.1898 Eh. As for the relative energy (zero: lowest compared OMol25 entry of this formula, charge and spin): 504.9 kcal per mole. Its total charge is +1. As for the frontier orbital gap: 6.785 eV. As for the LUMO energy: -0.1590 hartree. The largest force on an atom comes out at 8.4 eV/A.

***

Here is a molecular structure, C23H34As2F6N3O2S2Si2Tc from the Open Molecules 2025 dataset. Energies are from ωB97M-V/def2-TZVPD.

Element x y z (Å)
Tc -0.16 -0.70 1.61
O -1.43 4.70 -0.02
C -0.52 4.60 -0.99
C -0.31 5.72 -1.79
C 0.63 5.71 -2.79
C 1.39 4.56 -3.03
C 1.18 3.44 -2.27
C 0.23 3.43 -1.24
C 0.03 2.18 -0.47
O 0.65 1.14 -0.97
N -0.79 2.26 0.55
N -0.98 1.21 1.43
C -1.76 1.51 2.42
C -1.80 0.61 3.56
C -2.62 0.84 4.66
C -2.52 -0.01 5.75
C -1.59 -1.05 5.71
C -0.81 -1.22 4.58
N -0.92 -0.41 3.53
H -1.37 3.87 0.51
H -0.90 6.60 -1.58
H 0.79 6.59 -3.39
H 2.14 4.55 -3.82
H 1.75 2.54 -2.45
H -2.31 2.44 2.41
H -3.32 1.66 4.65
H -3.15 0.13 6.61
H -1.48 -1.73 6.54
H -0.09 -2.02 4.48
C 4.39 -0.22 2.76
C 3.03 -0.77 2.42
S 1.82 0.43 2.05
C 2.74 -2.08 2.38
C 3.74 -3.16 2.66
S 1.16 -2.64 1.91
H 4.34 0.86 2.87
H 5.11 -0.44 1.96
H 4.77 -0.64 3.69
H 4.75 -2.77 2.75
H 3.74 -3.91 1.87
H 3.50 -3.69 3.59
C -2.98 1.25 -1.90
Si -1.73 0.03 -2.56
C -0.71 0.91 -3.86
C -2.53 -1.51 -3.24
As -0.09 -0.60 -0.89
Si 1.61 -1.88 -1.98
C 1.76 -1.59 -3.83
C 3.20 -1.44 -1.09
C 1.00 -3.63 -1.71
H -3.72 1.41 -2.69
H -2.53 2.22 -1.69
H -3.51 0.90 -1.01
H -1.20 0.78 -4.83
H 0.31 0.55 -3.95
H -0.67 1.98 -3.65
H -3.13 -1.23 -4.11
H -3.18 -2.00 -2.51
H -1.79 -2.25 -3.57
H 2.27 -0.66 -4.07
H 0.80 -1.61 -4.34
H 2.36 -2.41 -4.23
H 3.83 -0.82 -1.72
H 3.75 -2.35 -0.84
H 3.01 -0.90 -0.16
H 0.17 -3.84 -2.38
H 0.68 -3.81 -0.69
H 1.81 -4.32 -1.95
F -1.78 -2.21 1.71
As -3.18 -2.50 0.60
F -1.98 -2.66 -0.68
F -3.16 -0.77 0.35
F -4.46 -2.70 -0.52
F -4.24 -2.28 1.94
F -3.05 -4.18 0.93

As for the spin multiplicity: 3. As for the calculated total energy: -7738.7363 Eh. As for the relative energy (zero: lowest compared OMol25 entry of this formula, charge and spin): 0.0 kcal per mole. As for the frontier orbital gap (spin up / spin down): 5.517 / 6.273 eV. As for the LUMO energy (spin up / spin down): -0.0451 / -0.0477 hartree. The largest force on an atom comes out at 1.0 eV/A.

***

Here is a molecular structure, C23H34As3Br4ClI2N2O9Sn in a non-equilibrium geometry from the Open Molecules 2025 dataset. Energies are from ωB97M-V/def2-TZVPD.

Element x y z (Å)
Sn -0.42 -2.21 -1.13
C -0.06 3.50 -0.19
As 0.66 1.75 -0.74
C 1.38 2.37 -2.46
C 2.39 1.80 0.19
C 2.42 1.21 1.60
C 3.79 1.55 2.20
C 2.33 -0.33 1.63
As 0.75 -1.43 1.23
C 1.48 -3.07 1.98
C -0.52 -1.04 2.64
C 1.31 1.88 2.43
As 1.31 1.56 4.38
C 2.24 3.21 4.93
C -0.51 2.25 4.65
H 0.74 4.22 -0.03
H -0.67 3.39 0.70
H -0.72 3.84 -0.99
H 1.94 3.30 -2.32
H 0.55 2.55 -3.14
H 2.03 1.60 -2.87
H 2.72 2.84 0.23
H 3.09 1.24 -0.45
H 4.59 1.14 1.57
H 3.91 1.13 3.21
H 3.93 2.63 2.26
H 2.53 -0.66 2.65
H 3.12 -0.74 1.00
H 1.64 -2.88 3.05
H 2.42 -3.31 1.49
H 0.76 -3.87 1.85
H 0.05 -0.97 3.57
H -1.19 -1.90 2.68
H -1.11 -0.15 2.44
H 0.33 1.56 2.08
H 1.35 2.96 2.29
H 3.31 3.11 4.77
H 2.06 3.38 5.99
H 1.87 4.07 4.37
H -1.22 1.53 4.25
H -0.64 3.20 4.14
H -0.70 2.38 5.72
O 4.47 -1.32 -0.94
Cl 3.30 -1.87 -1.56
O 3.61 -2.41 -2.84
O 2.73 -2.88 -0.70
O 2.30 -0.81 -1.71
Br -7.21 -3.32 0.47
C -5.32 -3.38 0.51
C -4.65 -3.94 1.58
Br -5.61 -4.69 3.04
C -3.25 -3.97 1.59
Br -2.27 -4.72 3.03
C -2.51 -3.45 0.54
O -1.21 -3.43 0.50
C -3.20 -2.88 -0.57
O -2.47 -2.41 -1.54
C -4.58 -2.84 -0.56
Br -5.41 -2.02 -2.04
C -1.45 1.75 -6.33
C -1.23 0.89 -5.11
C -2.17 0.83 -4.09
C -1.92 0.05 -2.98
N -0.78 -0.63 -2.84
C 0.13 -0.60 -3.82
C -0.06 0.15 -4.96
H -2.50 2.02 -6.44
H -1.13 1.23 -7.23
H -0.87 2.67 -6.25
H -3.10 1.38 -4.16
H -2.63 -0.04 -2.17
H 1.02 -1.19 -3.68
H 0.70 0.14 -5.73
O -2.36 1.42 1.50
N -2.31 0.95 0.35
O -2.64 1.62 -0.62
O -1.91 -0.24 0.21
I 0.28 -4.21 -3.11
I 1.00 -6.43 -5.16

As for the calculated total energy: -19956.5775 Eh. As for the relative energy (zero: lowest compared OMol25 entry of this formula, charge and spin): 60.8 kcal per mole. Its total charge is -2. As for the frontier orbital gap: 5.708 eV. As for the LUMO energy: 0.1162 hartree. The largest force on an atom comes out at 1.2 eV/A.

***

Here is a molecular structure, C23H34BFMoN2O3PTe from the Open Molecules 2025 dataset. Energies are from ωB97M-V/def2-TZVPD.

Element x y z (Å)
Mo 0.55 -0.12 0.86
C 4.17 0.62 2.67
C 3.87 -0.86 2.39
C 2.54 -1.28 3.00
C 3.95 -1.28 0.94
C 4.79 -2.33 0.60
C 4.84 -2.83 -0.69
C 4.04 -2.27 -1.68
C 3.18 -1.22 -1.40
C 2.31 -0.65 -2.51
C 3.17 -0.11 -3.65
C 1.33 -1.71 -3.02
C 3.16 -0.73 -0.08
N 2.28 0.38 0.20
C 2.73 1.68 -0.07
C 3.95 2.01 -0.63
C 4.26 3.35 -0.81
C 3.38 4.35 -0.43
C 2.15 4.04 0.15
C 1.88 2.70 0.29
F 0.70 2.26 0.87
H 4.40 0.75 3.73
H 3.33 1.27 2.43
H 5.03 0.96 2.10
H 4.64 -1.45 2.91
H 1.71 -0.74 2.49
H 2.44 -1.00 4.05
H 2.33 -2.34 2.87
H 5.40 -2.78 1.37
H 5.50 -3.65 -0.93
H 4.08 -2.68 -2.68
H 1.73 0.18 -2.11
H 3.75 -0.90 -4.12
H 3.86 0.66 -3.31
H 2.53 0.33 -4.42
H 1.86 -2.56 -3.45
H 0.70 -1.28 -3.80
H 0.69 -2.09 -2.23
H 4.65 1.23 -0.92
H 5.21 3.62 -1.25
H 3.65 5.39 -0.57
H 1.45 4.79 0.47
C -4.83 -0.89 2.08
C -3.93 -0.96 0.88
O -3.51 0.39 0.49
P -2.13 1.02 0.81
O -1.07 0.40 -0.16
Te -1.14 0.56 2.94
O -2.30 2.55 0.57
C -2.99 3.12 -0.61
C -4.06 4.05 -0.12
H -5.16 -1.90 2.33
H -5.71 -0.28 1.88
H -4.31 -0.49 2.95
H -4.44 -1.34 0.00
H -3.03 -1.56 1.05
H -3.39 2.30 -1.21
H -2.20 3.62 -1.17
H -4.84 3.51 0.40
H -4.50 4.56 -0.98
H -3.64 4.81 0.54
B 0.37 -4.72 0.06
C 0.32 -3.20 0.34
N 0.32 -2.06 0.56
H 1.37 -4.84 -0.62
H -0.64 -4.98 -0.53
H 0.49 -5.25 1.14

As for the spin multiplicity: 3. As for the calculated total energy: -2034.1912 Eh. As for the relative energy (zero: lowest compared OMol25 entry of this formula, charge and spin): 2.6 kcal per mole. Its total charge is +1. As for the frontier orbital gap (spin up / spin down): 6.613 / 7.275 eV. As for the LUMO energy (spin up / spin down): -0.1721 / -0.1632 hartree. The largest force on an atom comes out at 0.3 eV/A.

***

Repeat the fifth record exactly.
Here is a molecular structure, C23H34As3Br4ClI2N2O9Sn in a non-equilibrium geometry from the Open Molecules 2025 dataset. Energies are from ωB97M-V/def2-TZVPD.

Element x y z (Å)
Sn -0.42 -2.21 -1.13
C -0.06 3.50 -0.19
As 0.66 1.75 -0.74
C 1.38 2.37 -2.46
C 2.39 1.80 0.19
C 2.42 1.21 1.60
C 3.79 1.55 2.20
C 2.33 -0.33 1.63
As 0.75 -1.43 1.23
C 1.48 -3.07 1.98
C -0.52 -1.04 2.64
C 1.31 1.88 2.43
As 1.31 1.56 4.38
C 2.24 3.21 4.93
C -0.51 2.25 4.65
H 0.74 4.22 -0.03
H -0.67 3.39 0.70
H -0.72 3.84 -0.99
H 1.94 3.30 -2.32
H 0.55 2.55 -3.14
H 2.03 1.60 -2.87
H 2.72 2.84 0.23
H 3.09 1.24 -0.45
H 4.59 1.14 1.57
H 3.91 1.13 3.21
H 3.93 2.63 2.26
H 2.53 -0.66 2.65
H 3.12 -0.74 1.00
H 1.64 -2.88 3.05
H 2.42 -3.31 1.49
H 0.76 -3.87 1.85
H 0.05 -0.97 3.57
H -1.19 -1.90 2.68
H -1.11 -0.15 2.44
H 0.33 1.56 2.08
H 1.35 2.96 2.29
H 3.31 3.11 4.77
H 2.06 3.38 5.99
H 1.87 4.07 4.37
H -1.22 1.53 4.25
H -0.64 3.20 4.14
H -0.70 2.38 5.72
O 4.47 -1.32 -0.94
Cl 3.30 -1.87 -1.56
O 3.61 -2.41 -2.84
O 2.73 -2.88 -0.70
O 2.30 -0.81 -1.71
Br -7.21 -3.32 0.47
C -5.32 -3.38 0.51
C -4.65 -3.94 1.58
Br -5.61 -4.69 3.04
C -3.25 -3.97 1.59
Br -2.27 -4.72 3.03
C -2.51 -3.45 0.54
O -1.21 -3.43 0.50
C -3.20 -2.88 -0.57
O -2.47 -2.41 -1.54
C -4.58 -2.84 -0.56
Br -5.41 -2.02 -2.04
C -1.45 1.75 -6.33
C -1.23 0.89 -5.11
C -2.17 0.83 -4.09
C -1.92 0.05 -2.98
N -0.78 -0.63 -2.84
C 0.13 -0.60 -3.82
C -0.06 0.15 -4.96
H -2.50 2.02 -6.44
H -1.13 1.23 -7.23
H -0.87 2.67 -6.25
H -3.10 1.38 -4.16
H -2.63 -0.04 -2.17
H 1.02 -1.19 -3.68
H 0.70 0.14 -5.73
O -2.36 1.42 1.50
N -2.31 0.95 0.35
O -2.64 1.62 -0.62
O -1.91 -0.24 0.21
I 0.28 -4.21 -3.11
I 1.00 -6.43 -5.16

As for the calculated total energy: -19956.5775 Eh. As for the relative energy (zero: lowest compared OMol25 entry of this formula, charge and spin): 60.8 kcal per mole. Its total charge is -2. As for the frontier orbital gap: 5.708 eV. As for the LUMO energy: 0.1162 hartree. The largest force on an atom comes out at 1.2 eV/A.